1.
{
  "formula": "C19H16BrNO3PPd",
  "method": "ωB97M-V/def2-TZVPD",
  "total_charge": -1,
  "e_homo_ev": -2.93,
  "homo_lumo_gap_ev": 5.254,
  "multiplicity": 1,
  "energy_ha": -4057.4177,
  "species": ["Pd", "O", "C", "C", "C", "N", "C", "Br", "C", "H", "H", "H", "H", "O", "C", "O", "C", "P", "C", "C", "C", "C", "C", "C", "C", "C", "C", "C", "C", "C", "H", "H", "H", "H", "H", "H", "H", "H", "H", "H", "H", "H"],
  "xyz": [[-1.471, -1.141, 0.275], [-0.096, -7.167, 0.325], [-0.248, -5.850, 0.014], [0.827, -5.011, -0.241], [0.562, -3.682, -0.525], [-0.669, -3.174, -0.558], [-1.662, -4.009, -0.322], [-3.348, -3.178, -0.298], [-1.539, -5.357, -0.036], [0.844, -7.367, 0.381], [1.847, -5.372, -0.208], [1.367, -2.981, -0.715], [-2.397, -5.980, 0.167], [0.397, 0.181, 4.001], [-0.294, 0.035, 2.977], [-0.815, -1.039, 2.550], [-0.531, 1.300, 2.140], [-0.832, 1.010, 0.341], [-1.207, 2.764, -0.158], [-2.443, 3.023, -0.739], [-2.816, 4.316, -1.103], [-1.942, 5.370, -0.891], [-0.698, 5.128, -0.312], [-0.338, 3.839, 0.052], [0.933, 0.929, -0.243], [1.895, 0.278, 0.538], [3.192, 0.105, 0.075], [3.563, 0.567, -1.185], [2.618, 1.215, -1.969], [1.322, 1.394, -1.498], [0.300, 1.985, 2.313], [-1.428, 1.785, 2.537], [-3.118, 2.190, -0.908], [-3.785, 4.490, -1.556], [-2.223, 6.377, -1.176], [-0.007, 5.946, -0.145], [0.634, 3.658, 0.499], [1.628, -0.107, 1.514], [3.918, -0.391, 0.709], [4.576, 0.430, -1.545], [2.888, 1.588, -2.951], [0.597, 1.903, -2.125]],
  "lowdin_charge": [0.090, 0.059, -0.321, -0.007, -0.109, -0.048, -0.748, 0.756, -0.043, 0.103, 0.111, 0.116, 0.112, -0.062, -0.799, -0.162, -0.282, 0.908, -0.366, -0.113, -0.106, -0.115, -0.098, -0.097, -0.351, -0.085, -0.100, -0.122, -0.111, -0.114, 0.077, 0.087, 0.086, 0.092, 0.090, 0.094, 0.106, 0.097, 0.095, 0.087, 0.090, 0.101]
}

2.
{
  "formula": "C20H18MoN2O6PS",
  "method": "ωB97M-V/def2-TZVPD",
  "total_charge": 1,
  "e_homo_ev": [-11.40, -11.86],
  "homo_lumo_gap_ev": [6.877, 7.294],
  "s2": 2.02,
  "multiplicity": 3,
  "energy_ha": -2141.4926,
  "species": ["Mo", "O", "C", "O", "C", "C", "C", "C", "C", "C", "S", "H", "H", "H", "H", "O", "C", "O", "C", "C", "N", "N", "C", "C", "O", "O", "H", "H", "H", "C", "P", "C", "C", "C", "C", "C", "C", "C", "H", "H", "H", "H", "H", "H", "H", "H", "H", "H", "H"],
  "xyz": [[-0.084, 0.337, 0.739], [3.861, 1.139, 0.415], [2.756, 1.578, 0.338], [1.701, 0.834, 0.843], [2.342, 2.897, -0.198], [3.375, 3.828, -0.303], [3.140, 5.107, -0.772], [1.854, 5.463, -1.151], [0.821, 4.545, -1.067], [1.048, 3.257, -0.594], [-0.380, 2.200, -0.687], [4.367, 3.523, 0.000], [3.949, 5.819, -0.838], [1.652, 6.459, -1.517], [-0.175, 4.828, -1.379], [-6.695, -0.239, 1.978], [-5.445, -0.681, 2.230], [-5.236, -1.461, 3.105], [-4.347, -0.087, 1.410], [-4.447, 0.772, 0.326], [-3.205, 1.025, -0.118], [-2.298, 0.399, 0.637], [-2.957, -0.277, 1.573], [-2.049, -1.019, 2.522], [-2.378, -1.821, 3.337], [-0.772, -0.656, 2.292], [-6.716, 0.461, 1.317], [-5.297, 1.211, -0.169], [-2.898, 1.674, -0.833], [-1.267, -3.045, 0.121], [-0.201, -1.754, -0.557], [-0.684, -1.554, -2.283], [1.493, -2.339, -0.479], [2.383, -2.104, -1.527], [3.713, -2.468, -1.392], [4.157, -3.054, -0.216], [3.276, -3.281, 0.832], [1.945, -2.920, 0.706], [-1.072, -3.201, 1.182], [-1.066, -3.968, -0.428], [-2.319, -2.778, -0.004], [-0.504, -2.481, -2.830], [-0.131, -0.739, -2.747], [-1.750, -1.322, -2.327], [2.050, -1.650, -2.450], [4.403, -2.295, -2.206], [5.195, -3.335, -0.114], [3.624, -3.733, 1.749], [1.267, -3.096, 1.537]],
  "lowdin_charge": [1.340, 0.158, -0.472, -0.294, -0.155, 0.003, -0.044, -0.050, -0.121, -0.548, 0.660, 0.129, 0.115, 0.116, 0.100, 0.143, -0.464, 0.179, -0.023, 0.026, 0.032, -0.113, -0.107, -0.523, 0.177, -0.246, 0.098, 0.145, 0.112, -0.203, 0.845, -0.229, -0.386, -0.082, -0.053, -0.046, -0.050, -0.086, 0.051, 0.075, 0.062, 0.070, 0.046, 0.052, 0.103, 0.115, 0.116, 0.116, 0.110]
}

3.
{
  "formula": "C46H41AlClN5OP2Se2Si",
  "method": "ωB97M-V/def2-TZVPD",
  "e_homo_ev": -7.09,
  "homo_lumo_gap_ev": 6.811,
  "multiplicity": 1,
  "energy_ha": -8604.4798,
  "species": ["Al", "Cl", "C", "C", "C", "C", "O", "C", "C", "N", "C", "C", "C", "C", "C", "C", "C", "C", "N", "C", "C", "H", "H", "H", "H", "H", "H", "H", "H", "H", "H", "Se", "P", "C", "C", "C", "C", "C", "C", "C", "C", "C", "C", "C", "C", "C", "C", "N", "N", "N", "P", "Se", "C", "C", "C", "C", "C", "C", "C", "C", "C", "C", "C", "C", "H", "H", "H", "H", "H", "H", "H", "H", "H", "H", "H", "H", "H", "H", "H", "H", "H", "H", "H", "H", "C", "Si", "C", "C", "C", "H", "H", "H", "H", "H", "H", "H", "H", "H", "H", "H"],
  "xyz": [[-1.475, -0.536, 1.457], [0.815, 5.927, 3.016], [-0.076, 4.508, 2.569], [-0.966, 4.560, 1.499], [-1.641, 3.422, 1.115], [-1.434, 2.201, 1.766], [-2.025, 1.111, 1.297], [-0.582, 2.173, 2.896], [-0.431, 0.988, 3.701], [-0.870, -0.151, 3.315], [-0.875, -1.332, 4.046], [-0.164, -1.609, 5.212], [-0.340, -2.820, 5.850], [-1.259, -3.734, 5.342], [-1.986, -3.465, 4.194], [-3.014, -4.362, 3.692], [-3.823, -3.962, 2.719], [-3.684, -2.644, 2.005], [-2.412, -1.937, 2.309], [-1.773, -2.265, 3.488], [0.097, 3.341, 3.272], [-1.117, 5.490, 0.968], [-2.321, 3.441, 0.274], [0.053, 1.099, 4.670], [0.540, -0.886, 5.604], [0.213, -3.049, 6.751], [-1.423, -4.675, 5.856], [-3.137, -5.321, 4.183], [-4.664, -4.566, 2.398], [-4.515, -2.002, 2.343], [0.784, 3.309, 4.109], [1.645, 4.081, -1.479], [2.859, 2.579, -0.663], [4.067, 3.305, 0.488], [4.063, 3.165, 1.872], [5.001, 3.853, 2.632], [5.933, 4.677, 2.023], [5.925, 4.831, 0.644], [4.993, 4.153, -0.121], [3.906, 1.658, -1.837], [3.811, 1.847, -3.206], [4.603, 1.091, -4.061], [5.501, 0.170, -3.545], [5.608, -0.006, -2.170], [4.806, 0.729, -1.315], [1.954, 1.242, 0.158], [0.798, 0.536, -0.189], [0.526, -0.282, 0.874], [1.509, -0.149, 1.756], [2.367, 0.731, 1.343], [-0.104, 0.100, -1.675], [-1.837, -0.992, -1.067], [1.016, -1.003, -2.577], [0.593, -1.463, -3.826], [1.382, -2.347, -4.539], [2.582, -2.790, -4.001], [2.986, -2.360, -2.748], [2.205, -1.466, -2.030], [-0.524, 1.460, -2.776], [0.200, 1.712, -3.937], [-0.166, 2.772, -4.749], [-1.238, 3.578, -4.399], [-1.966, 3.314, -3.246], [-1.620, 2.246, -2.438], [3.348, 2.517, 2.347], [4.999, 3.741, 3.709], [6.665, 5.203, 2.623], [6.643, 5.486, 0.166], [4.966, 4.284, -1.197], [3.129, 2.595, -3.594], [4.524, 1.230, -5.132], [6.128, -0.409, -4.212], [6.319, -0.716, -1.767], [4.872, 0.593, -0.241], [-0.361, -1.130, -4.220], [1.057, -2.695, -5.512], [3.200, -3.484, -4.558], [3.914, -2.716, -2.320], [2.523, -1.146, -1.046], [1.046, 1.092, -4.193], [0.402, 2.981, -5.647], [-1.509, 4.417, -5.027], [-2.805, 3.944, -2.979], [-2.185, 2.014, -1.542], [-6.987, -3.323, 0.563], [-5.344, -3.780, -0.245], [-5.159, -5.658, -0.173], [-5.297, -3.203, -2.044], [-3.871, -2.849, 0.503], [-7.821, -3.723, -0.018], [-7.116, -2.241, 0.635], [-7.062, -3.737, 1.571], [-6.055, -6.135, -0.577], [-5.025, -6.019, 0.848], [-4.304, -5.996, -0.760], [-6.028, -3.694, -2.688], [-4.303, -3.381, -2.462], [-5.472, -2.125, -2.097], [-3.952, -1.852, 0.060], [-2.960, -3.314, 0.111]],
  "lowdin_charge": [0.035, 0.659, -0.674, -0.096, 0.004, -0.275, -0.063, -0.128, -0.015, 0.076, -0.185, -0.020, -0.094, -0.039, -0.159, -0.028, -0.042, -0.347, 0.033, -0.156, -0.059, 0.111, 0.113, 0.140, 0.107, 0.098, 0.110, 0.112, 0.082, 0.147, 0.116, 0.345, 0.532, -0.350, -0.077, -0.076, -0.083, -0.077, -0.104, -0.350, -0.101, -0.073, -0.084, -0.084, -0.087, -0.387, -0.394, -0.052, 0.004, 0.019, 0.713, 0.669, -0.341, -0.102, -0.068, -0.071, -0.069, -0.063, -0.369, -0.111, -0.076, -0.070, -0.067, -0.106, 0.076, 0.104, 0.103, 0.105, 0.103, 0.071, 0.105, 0.105, 0.108, 0.114, 0.113, 0.108, 0.106, 0.109, 0.102, 0.096, 0.110, 0.108, 0.110, 0.083, -0.178, 0.518, -0.178, -0.182, -0.289, 0.028, 0.030, 0.026, 0.029, 0.015, 0.032, 0.027, 0.028, 0.031, 0.004, 0.067]
}

4.
{
  "formula": "C15H40N4O12P3",
  "method": "ωB97M-V/def2-TZVPD",
  "total_charge": 1,
  "e_homo_ev": -11.23,
  "homo_lumo_gap_ev": 6.218,
  "multiplicity": 1,
  "energy_ha": -2740.9422,
  "species": ["N", "C", "C", "N", "C", "N", "C", "C", "C", "N", "H", "H", "H", "H", "H", "H", "H", "H", "H", "H", "H", "H", "H", "C", "O", "P", "O", "O", "C", "O", "C", "H", "H", "H", "H", "H", "H", "H", "H", "H", "C", "O", "P", "O", "O", "C", "O", "C", "H", "H", "H", "H", "H", "H", "H", "H", "H", "C", "O", "P", "O", "O", "C", "O", "C", "H", "H", "H", "H", "H", "H", "H", "H", "H"],
  "xyz": [[7.951, 0.275, -3.892], [6.848, 0.431, -3.228], [5.904, 1.681, -3.467], [5.025, 1.479, -4.671], [4.134, 0.464, -4.627], [4.268, -0.762, -5.383], [4.629, -1.858, -4.431], [3.802, -1.847, -3.084], [3.307, -0.422, -2.633], [2.978, 0.513, -3.764], [8.399, -0.601, -3.574], [6.571, -0.388, -2.491], [6.561, 2.579, -3.599], [5.262, 1.789, -2.536], [5.115, 2.149, -5.433], [5.041, -0.547, -6.029], [5.750, -1.917, -4.265], [4.371, -2.832, -4.955], [2.978, -2.617, -3.155], [4.493, -2.228, -2.268], [2.347, -0.569, -2.045], [4.008, 0.106, -1.917], [2.844, 1.482, -3.450], [0.670, 2.523, 1.383], [2.032, 2.548, 0.928], [2.387, 3.766, -0.231], [3.664, 3.026, -0.629], [2.672, 4.839, 0.978], [3.525, 4.465, 2.056], [2.651, 4.985, -1.397], [3.820, 5.781, -1.278], [0.569, 1.743, 2.138], [0.397, 3.484, 1.826], [0.004, 2.298, 0.547], [4.211, 3.663, 1.782], [2.918, 4.152, 2.907], [4.108, 5.340, 2.349], [4.698, 5.178, -1.041], [3.678, 6.549, -0.517], [3.983, 6.275, -2.237], [-3.567, -1.903, 3.583], [-2.323, -1.200, 3.445], [-1.021, -1.846, 4.365], [-0.211, -0.563, 4.228], [-0.679, -2.898, 3.144], [-0.536, -2.402, 1.823], [0.138, -2.612, 5.358], [1.429, -2.840, 4.822], [-4.306, -1.436, 2.932], [-3.450, -2.951, 3.291], [-3.916, -1.845, 4.616], [-0.276, -1.342, 1.805], [-1.465, -2.560, 1.272], [0.260, -2.965, 1.330], [1.799, -1.971, 4.276], [1.420, -3.715, 4.171], [2.102, -3.041, 5.657], [-8.491, -3.967, -0.613], [-8.015, -3.433, 0.628], [-7.602, -1.762, 0.585], [-6.782, -1.847, 1.865], [-9.168, -1.361, 0.885], [-9.837, -1.953, 1.992], [-7.232, -0.125, 0.270], [-7.652, 0.847, 1.212], [-8.758, -5.013, -0.460], [-9.376, -3.421, -0.953], [-7.708, -3.908, -1.373], [-9.143, -2.306, 2.755], [-10.451, -2.786, 1.643], [-10.493, -1.202, 2.436], [-7.463, 0.525, 2.238], [-8.712, 1.069, 1.081], [-7.085, 1.759, 1.022]],
  "lowdin_charge": [0.098, -0.214, -0.103, 0.057, -0.233, 0.096, -0.175, -0.133, -0.166, 0.120, 0.062, 0.118, 0.141, 0.101, 0.164, 0.143, 0.114, 0.132, 0.125, 0.128, 0.135, 0.115, 0.138, -0.118, -0.271, 0.743, -0.310, -0.288, -0.095, -0.303, -0.128, 0.089, 0.088, 0.080, 0.089, 0.092, 0.097, 0.083, 0.089, 0.094, -0.125, -0.268, 0.746, -0.288, -0.298, -0.116, -0.291, -0.136, 0.074, 0.086, 0.084, 0.078, 0.087, 0.088, 0.083, 0.083, 0.094, -0.135, -0.261, 0.735, -0.279, -0.297, -0.103, -0.297, -0.131, 0.091, 0.085, 0.080, 0.089, 0.087, 0.094, 0.086, 0.085, 0.092]
}

Which formula does entry 2 have?
C20H18MoN2O6PS